Model a:
{
  "formula": "C6H15N2",
  "method": "wB97M-V/def2-TZVPD",
  "symbols": ["C", "C", "C", "C", "N", "C", "C", "N", "H", "H", "H", "H", "H", "H", "H", "H", "H", "H", "H", "H", "H", "H", "H"],
  "xyz": [[0.48, -1.67, -1.21], [1.32, -0.31, -1.00], [0.45, 0.48, 0.00], [1.00, 0.44, 1.28], [0.31, 1.11, 2.36], [-0.83, 1.03, -0.31], [-1.10, 1.61, -1.70], [-1.01, -1.80, 1.27], [-0.54, -1.38, -1.49], [0.51, -2.30, -0.30], [2.29, -0.52, -0.53], [1.50, 0.34, -1.86], [2.04, 0.09, 1.30], [0.48, 2.12, 2.42], [0.65, 0.71, 3.26], [-1.41, 1.43, 0.56], [-1.44, -2.08, 2.21], [-1.28, 2.71, -1.58], [-0.27, 1.59, -2.39], [-2.01, 1.25, -2.21], [0.96, -2.25, -1.99], [-1.83, -1.46, 0.59], [-0.27, -1.15, 1.31]],
  "total_charge": 1,
  "multiplicity": 1
}

=====

Model b:
{
  "formula": "C6H15N2",
  "method": "wB97M-V/def2-TZVPD",
  "symbols": ["C", "C", "C", "C", "C", "C", "N", "N", "H", "H", "H", "H", "H", "H", "H", "H", "H", "H", "H", "H", "H", "H", "H"],
  "xyz": [[-2.29, 0.13, -0.44], [1.04, -1.91, -0.47], [1.91, 0.47, -0.52], [1.03, -0.52, 1.62], [-1.28, 2.03, 0.88], [1.36, -0.71, 0.33], [-2.35, -1.03, -1.03], [-1.38, 0.63, 0.33], [-3.11, 0.82, -0.63], [0.33, -1.90, -1.29], [1.93, -2.40, -0.78], [0.81, -2.66, 0.19], [2.51, 1.31, 0.03], [1.01, 0.97, -0.96], [2.55, 0.03, -1.35], [1.18, 0.34, 2.29], [-0.74, -0.08, 0.75], [0.52, -1.17, 2.26], [-0.82, 1.80, 1.82], [-2.29, 2.52, 1.02], [-0.58, 2.59, 0.36], [-2.85, -1.23, -1.84], [-1.76, -1.78, -0.67]],
  "total_charge": 1,
  "multiplicity": 1
}

=====

model b comes first in stability; the runner-up is 43.7 kcal/mol higher.

=====

Model a:
{
  "formula": "C6H15N2",
  "method": "wB97M-V/def2-TZVPD",
  "symbols": ["C", "C", "C", "C", "H", "H", "H", "H", "H", "H", "H", "H", "C", "N", "C", "N", "H", "H", "H", "H", "H", "H", "H"],
  "xyz": [[1.10, -0.94, -1.11], [1.44, 0.06, -0.01], [2.62, 0.17, 0.66], [2.91, 1.18, 1.73], [1.98, -1.51, -1.38], [0.30, -1.66, -0.85], [0.82, -0.39, -2.03], [0.73, 0.89, 0.13], [3.44, -0.44, 0.32], [2.03, 1.80, 1.88], [3.08, 0.61, 2.66], [3.81, 1.80, 1.51], [-1.43, 1.53, -1.06], [-1.75, 0.10, -0.82], [-2.25, -0.43, 0.27], [-2.46, -1.73, 0.46], [-2.32, 1.99, -1.56], [-0.54, 1.61, -1.68], [-1.27, 2.00, -0.10], [-1.55, -0.46, -1.56], [-2.44, 0.24, 1.12], [-2.13, -2.42, -0.20], [-2.73, -2.09, 1.37]],
  "total_charge": 1,
  "multiplicity": 1
}

=====

Model b:
{
  "formula": "C6H15N2",
  "method": "wB97M-V/def2-TZVPD",
  "symbols": ["C", "C", "C", "C", "N", "C", "C", "N", "H", "H", "H", "H", "H", "H", "H", "H", "H", "H", "H", "H", "H", "H", "H"],
  "xyz": [[3.12, -0.32, -0.18], [1.95, -0.80, 0.67], [0.70, -0.19, 0.27], [-0.47, -0.91, -0.03], [-1.46, -0.24, -0.50], [-2.66, -0.93, -0.83], [-3.75, -0.44, 0.14], [2.90, -0.76, -1.55], [4.00, -0.84, 0.19], [3.28, 0.75, -0.07], [1.86, -1.89, 0.69], [2.09, -0.46, 1.72], [0.54, 0.89, 0.25], [-0.50, -1.99, 0.07], [0.28, 6.33, 2.70], [-2.54, -2.01, -0.77], [-2.93, -0.68, -1.86], [-3.40, 0.43, 0.70], [-4.67, -0.19, -0.38], [-3.97, -1.24, 0.85], [0.05, 6.47, 2.00], [3.61, -0.47, -2.20], [1.98, -0.51, -1.89]],
  "total_charge": 1,
  "multiplicity": 1
}

=====

model a comes first in stability; the runner-up is 74.1 kcal/mol higher.

=====

Model a:
{
  "formula": "C6H15N2",
  "method": "wB97M-V/def2-TZVPD",
  "symbols": ["C", "C", "C", "C", "N", "C", "N", "C", "H", "H", "H", "H", "H", "H", "H", "H", "H", "H", "H", "H", "H", "H", "H"],
  "xyz": [[0.31, 1.56, 2.48], [1.31, 1.67, 1.62], [1.29, 1.01, 0.20], [-0.08, 0.62, -0.27], [0.01, 0.67, -1.79], [-0.30, -0.91, 0.38], [-0.40, -1.87, -0.77], [-1.72, -2.29, -1.11], [0.32, 2.12, 3.35], [-0.72, 1.28, 2.40], [2.19, 2.26, 1.88], [1.92, 1.78, -0.44], [1.91, 0.16, 0.18], [-0.97, 1.20, 0.10], [0.70, 1.36, -2.15], [0.16, -0.44, -2.03], [-1.01, 0.82, -2.25], [0.57, -1.44, 0.99], [-1.15, -0.95, 1.02], [0.48, -2.51, -0.90], [-1.89, -3.40, -1.08], [-2.57, -1.82, -0.60], [-2.04, -1.93, -2.25]],
  "total_charge": 1,
  "multiplicity": 1
}

=====

Model b:
{
  "formula": "C6H15N2",
  "method": "wB97M-V/def2-TZVPD",
  "symbols": ["C", "C", "C", "N", "H", "H", "H", "H", "H", "H", "H", "C", "C", "C", "N", "H", "H", "H", "H", "H", "H", "H", "H"],
  "xyz": [[2.66, -0.76, -0.47], [2.01, -0.02, 0.65], [0.89, -0.45, 1.25], [2.67, 1.13, 1.02], [3.72, -0.85, -0.26], [2.57, -0.21, -1.41], [2.23, -1.75, -0.61], [0.51, 0.07, 2.13], [0.54, -1.46, 1.09], [3.22, 1.60, 0.32], [2.21, 1.74, 1.67], [-1.04, 0.20, -1.80], [-2.25, -0.19, -0.99], [-2.56, -0.06, 1.43], [-2.30, 0.50, 0.32], [-1.00, 1.27, -2.00], [-0.12, -0.14, -1.34], [-1.14, -0.33, -2.75], [-3.17, 0.08, -1.51], [-2.29, -1.26, -0.79], [-2.56, 0.52, 2.34], [-2.79, -1.11, 1.41], [-2.02, 1.48, 0.29]],
  "total_charge": 1,
  "multiplicity": 1
}

=====

model b comes first in stability; the runner-up is 51.0 kcal/mol higher.

=====

Model a:
{
  "formula": "C3H4IN3S",
  "method": "wB97M-V/def2-TZVPD",
  "symbols": ["C", "C", "C", "N", "N", "N", "S", "I", "H", "H", "H", "H"],
  "xyz": [[0.43, -2.71, -0.88], [-0.12, -0.33, -0.98], [0.53, 2.20, 2.00], [-0.55, -2.52, -1.70], [-0.82, -1.15, -1.72], [-0.40, 2.11, 1.15], [1.01, -1.32, -0.03], [-1.29, 3.77, 0.23], [0.71, -3.68, -0.66], [0.74, 1.42, 2.75], [1.20, 3.01, 2.27], [-1.41, -0.79, -2.43]],
  "multiplicity": 1
}

=====

Model b:
{
  "formula": "C3H4IN3S",
  "method": "wB97M-V/def2-TZVPD",
  "symbols": ["C", "N", "C", "N", "N", "C", "S", "H", "H", "H", "I", "H"],
  "xyz": [[1.42, -1.75, 0.10], [1.54, -0.61, -0.44], [0.79, 0.52, -0.25], [-0.47, 0.45, -0.29], [-1.01, 1.68, -0.21], [-0.17, 2.59, -0.19], [1.50, 2.10, -0.01], [1.94, -2.50, -0.49], [1.10, -2.06, 1.12], [-0.36, 3.58, 0.13], [-3.85, -0.39, -0.59], [-2.80, 0.88, -0.97]],
  "multiplicity": 1
}

=====

model b comes first in stability; the runner-up is 31.8 kcal/mol higher.

=====

Model a:
{
  "formula": "C5H12O4",
  "method": "wB97M-V/def2-TZVPD",
  "symbols": ["C", "C", "C", "O", "C", "H", "H", "H", "H", "H", "H", "H", "H", "H", "O", "H", "O", "C", "O", "H", "H"],
  "xyz": [[-1.77, -0.76, 1.66], [-1.97, -0.11, -0.46], [-2.41, 1.29, -0.05], [-2.30, -0.14, -1.84], [-2.59, -1.29, 0.23], [-0.97, -1.48, 1.90], [-1.24, 0.16, 1.94], [-2.55, -0.88, 2.42], [-1.50, 1.89, 0.14], [-2.97, 1.84, -0.81], [-3.18, 1.28, 0.74], [-1.60, 0.29, -2.35], [-3.68, -1.13, 0.15], [-2.55, -2.38, 0.25], [-0.75, -1.21, -0.65], [-0.46, -1.85, 0.00], [3.01, 0.34, -0.69], [3.52, -0.17, 0.38], [2.64, -0.15, 1.27], [4.54, 0.19, 0.62], [1.96, 0.50, -0.10]],
  "multiplicity": 1
}

=====

Model b:
{
  "formula": "C5H12O4",
  "method": "wB97M-V/def2-TZVPD",
  "symbols": ["C", "C", "C", "O", "C", "C", "O", "O", "O", "H", "H", "H", "H", "H", "H", "H", "H", "H", "H", "H", "H"],
  "xyz": [[-0.80, -0.50, -1.64], [-0.20, 0.42, -0.60], [-1.07, 1.61, -0.29], [1.19, 1.01, -1.08], [0.53, -0.25, 0.53], [1.33, -1.51, 0.31], [1.14, 0.53, 1.47], [-0.99, -0.67, 1.21], [-0.97, -0.36, 2.60], [-1.70, -0.95, -1.23], [-0.13, -1.30, -1.95], [-1.05, 0.08, -2.53], [-1.26, 1.85, 0.75], [-2.07, 1.50, -0.69], [-0.67, 2.55, -0.69], [1.61, 0.38, -1.67], [1.36, -2.06, 1.26], [2.35, -1.26, 0.02], [0.93, -2.18, -0.44], [0.70, 1.42, 1.44], [-0.24, -0.31, 3.23]],
  "multiplicity": 1
}

=====

model b comes first in stability; the runner-up is 68.3 kcal/mol higher.

=====

Model a:
{
  "formula": "C2H11NO5",
  "method": "wB97M-V/def2-TZVPD",
  "symbols": ["O", "C", "N", "C", "O", "H", "H", "H", "H", "H", "O", "H", "H", "O", "H", "H", "O", "H", "H"],
  "xyz": [[0.51, -0.27, 0.76], [-0.61, -0.57, 0.43], [-0.89, -0.77, -0.91], [0.24, -1.13, -1.82], [-0.31, -1.91, -2.85], [-1.54, -0.62, 1.00], [-1.77, -0.61, -1.42], [0.68, -0.23, -2.26], [1.03, -1.77, -1.21], [-0.82, -2.74, -2.42], [-1.48, 3.70, 0.58], [-0.57, 4.00, 0.33], [-1.52, 2.84, 0.85], [3.45, -0.74, -0.03], [4.33, -0.91, 0.41], [2.67, -1.18, 0.50], [-1.37, 0.94, 2.24], [-1.61, 0.87, 3.23], [-0.42, 1.10, 2.59]],
  "multiplicity": 1
}

=====

Model b:
{
  "formula": "C2H11NO5",
  "method": "wB97M-V/def2-TZVPD",
  "symbols": ["N", "C", "C", "O", "O", "H", "H", "H", "H", "H", "O", "H", "H", "O", "H", "H", "O", "H", "H"],
  "xyz": [[-0.65, 0.72, -2.76], [-1.18, 0.50, -1.41], [-1.01, -0.92, -0.85], [-1.12, -1.99, -1.37], [-0.65, -0.94, 0.47], [0.34, 0.60, -2.77], [-1.24, 0.51, -3.55], [-2.27, 0.50, -1.45], [-0.85, 1.32, -0.80], [-1.09, -0.12, 1.12], [-1.03, 0.84, 2.04], [-1.58, 1.19, 2.75], [-0.14, 1.00, 2.41], [3.10, 1.25, 0.41], [3.20, 0.98, 1.33], [3.59, 2.05, 0.24], [1.45, -0.29, 2.23], [2.27, -0.67, 1.87], [0.91, -0.52, 1.44]],
  "multiplicity": 1
}

=====

model b comes first in stability; the runner-up is 24.4 kcal/mol higher.